[1]
The following is a quantum chemistry calculation of a cluster of 2 separate species, C24H31N7O2 in total at a distorted geometry, from the Open Molecules 2025 dataset.

Atoms and positions in Å:
C1 -1.623 1.686 -2.413
C2 -2.900 0.702 -2.748
C3 -3.430 -0.185 -1.468
C4 -3.307 0.223 0.115
C5 -3.871 -0.815 1.299
N1 -3.782 -0.431 2.771
C6 -4.551 -2.299 0.940
C7 -4.652 -2.674 -0.653
C8 -4.116 -1.647 -1.812
C9 -4.420 -2.401 -3.238
O1 -4.580 -1.888 -4.467
N2 -4.526 -3.844 -2.800
C10 -3.398 -4.786 -3.155
C11 -2.006 -4.560 -2.320
N3 -1.352 -3.200 -2.537
N4 -2.117 -4.925 -0.826
N5 -1.003 -5.585 -2.889
C12 -5.192 -4.000 -1.452
O2 -6.047 -4.920 -0.984
H1 -1.420 1.820 -1.267
H2 -0.612 1.251 -2.874
H3 -1.843 2.732 -2.919
H4 -2.496 -0.089 -3.546
H5 -3.790 1.262 -3.313
H6 -2.810 1.246 0.409
H7 -3.190 0.452 2.783
H8 -3.204 -1.201 3.218
H9 -4.940 -3.056 1.744
H10 -3.723 -5.923 -3.090
H11 -3.141 -4.595 -4.305
H12 -1.094 -2.817 -1.580
H13 -0.482 -3.270 -3.115
H14 -2.274 -4.074 -0.243
H15 -2.881 -5.629 -0.735
H16 -0.127 -5.402 -2.314
H17 -1.350 -6.562 -2.727
C13 -1.128 3.363 2.597
N6 0.326 3.255 2.358
C14 1.175 3.991 3.110
C15 2.557 3.880 2.936
C16 3.081 2.999 1.985
C17 2.167 2.272 1.211
C18 0.795 2.415 1.412
C19 4.532 2.809 1.809
C20 5.110 1.543 1.963
C21 6.474 1.354 1.748
N7 7.260 2.389 1.383
C22 6.743 3.632 1.249
C23 5.382 3.864 1.460
C24 8.693 2.171 1.109
H18 -1.413 4.411 2.478
H19 -1.320 3.013 3.616
H20 -1.671 2.743 1.881
H21 0.739 4.655 3.853
H22 3.213 4.474 3.571
H23 2.514 1.586 0.440
H24 0.073 1.854 0.824
H25 4.504 0.686 2.256
H26 6.938 0.376 1.858
H27 7.425 4.428 0.959
H28 4.996 4.872 1.324
H29 9.267 2.831 1.763
H30 8.867 2.408 0.055
H31 8.957 1.128 1.304

Forces on the atoms, in the same order (eV/Å):
C 0.09 0.21 -0.58
C 0.45 -1.12 -0.24
C -1.59 -2.48 2.07
C -1.60 -3.77 -1.32
C -0.37 -1.25 -2.77
N 1.92 -0.51 -2.88
C 1.27 2.64 -3.77
C 1.40 3.58 0.62
C -0.31 0.57 3.20
C 0.04 2.30 -2.66
O 1.34 -3.68 8.12
N -0.83 -0.21 0.37
C 0.76 -0.28 -1.75
C 1.38 -1.68 -0.12
N -0.25 -0.79 1.65
N -0.70 1.35 -1.43
N -0.57 0.94 0.92
C -2.26 -1.65 2.37
O 6.01 5.72 -3.43
H -0.61 -0.14 -2.07
H -2.34 0.92 0.94
H 0.68 -2.10 1.24
H -1.11 1.59 1.83
H 1.92 -1.16 1.65
H -1.20 -2.23 -0.53
H -1.01 -1.52 0.20
H -0.99 1.26 -0.49
H 0.87 1.83 -1.63
H 0.45 2.49 0.14
H -0.58 -0.37 2.58
H -0.35 -0.58 -1.72
H -1.23 -0.30 0.75
H -0.42 -1.12 -0.60
H 0.73 1.04 0.27
H -1.60 -0.82 -0.86
H 0.62 1.31 0.03
C -0.21 0.13 0.17
N 0.53 -0.14 -0.22
C 0.72 -0.26 -0.29
C -0.45 0.17 0.16
C -1.12 0.01 0.09
C -0.23 -0.06 0.03
C 0.70 0.09 0.10
C 1.07 -0.25 -0.18
C 0.21 -0.12 -0.07
C -0.60 0.35 0.02
N -0.64 -0.07 0.19
C -0.75 -0.20 0.16
C 0.47 0.07 -0.07
C 0.30 0.07 -0.11
H -0.07 -0.22 0.07
H -0.10 0.14 -0.19
H 0.20 0.15 0.11
H 0.01 -0.16 -0.18
H -0.22 -0.12 -0.13
H -0.15 0.16 0.17
H 0.05 0.15 0.15
H 0.20 0.18 -0.08
H -0.01 0.29 -0.06
H -0.08 -0.21 0.05
H 0.15 -0.22 0.02
H 0.00 -0.13 -0.18
H 0.12 -0.05 0.23
H -0.13 0.27 -0.03

As for the charge: +2. The value obtained for the LUMO energy is -7.9984 eV. The value obtained for the total energy is -39889.4612 eV.

Listed below, in e, are the Mulliken charges computed for each atom: -0.5332, -0.2407, 0.5275, -0.7688, 0.5907, -0.5945, -0.6170, 0.2131, 0.0366, 0.0863, -0.5454, 0.1764, -1.0194, 0.4701, -0.4228, -0.5949, -0.6931, 0.1366, -0.5256, -0.1085, 0.2635, 0.2798, 0.2088, 0.3782, 0.0863, 0.2105, 0.2953, 0.3261, 0.3848, 0.3112, 0.2158, 0.3058, 0.2173, 0.3420, 0.2890, 0.2770, -0.6304, 0.0612, -0.3468, -0.5714, 0.7464, -0.7740, -0.1916, 0.6409, -0.6899, -0.1024, -0.0085, -0.3387, -0.5741, -0.8581, 0.3936, 0.4028, 0.0308, 0.4925, 0.5114, 0.4934, 0.4450, 0.4943, 0.3971, 0.4849, 0.4973, 0.3744, 0.3753, 0.2797

***

[2]
The following is a quantum chemistry calculation of a cluster of 5 separate species, C24H31N7O2S in total at a distorted geometry, from the Open Molecules 2025 dataset.

Atoms and positions in Å:
C1 -1.613 2.745 0.430
C2 -0.602 2.736 1.662
C3 -0.117 4.185 2.114
N1 -0.250 1.618 2.259
C4 1.071 1.115 1.866
N2 2.217 2.097 1.767
C5 2.487 2.382 0.569
S1 3.160 2.496 -0.929
N3 1.483 0.339 3.097
C6 1.018 -1.035 3.176
O1 0.736 -1.694 4.176
C7 1.036 -1.460 1.660
C8 1.051 -0.091 0.802
O2 0.034 -0.051 -0.223
H1 -1.871 1.712 0.078
H2 -1.265 3.447 -0.385
H3 -2.570 3.211 0.846
H4 -0.993 4.895 2.231
H5 0.475 4.582 1.224
H6 0.556 4.152 3.015
H7 1.271 0.864 3.958
H8 0.387 -2.314 1.293
H9 2.100 -1.856 1.551
H10 1.991 -0.252 0.186
H11 0.432 -0.338 -1.068
C9 -1.447 -0.716 8.260
C10 -0.286 -0.232 8.913
C11 0.779 -0.467 8.078
N4 0.305 -1.077 6.949
C12 -1.050 -1.228 7.048
H12 -2.459 -0.690 8.633
H13 -0.236 0.235 9.885
H14 1.830 -0.254 8.191
H15 0.867 -1.370 6.162
H16 -1.614 -1.687 6.251
C13 0.550 -5.411 -1.419
C14 -0.121 -4.531 -0.532
C15 -0.833 -3.642 -1.296
N5 -0.615 -3.949 -2.613
C16 0.224 -5.032 -2.696
H17 1.197 -6.232 -1.151
H18 -0.086 -4.547 0.546
H19 -1.472 -2.819 -1.016
H20 -1.009 -3.456 -3.395
H21 0.516 -5.436 -3.653
C17 -1.585 6.273 -3.446
C18 -0.287 5.725 -3.290
C19 0.027 5.792 -1.956
N6 -1.031 6.366 -1.302
C20 -2.020 6.657 -2.203
H22 -2.139 6.375 -4.367
H23 0.346 5.324 -4.067
H24 0.910 5.484 -1.416
H25 -1.075 6.544 -0.313
H26 -2.944 7.112 -1.882
C21 -0.328 -4.168 -8.263
C22 0.950 -4.747 -8.062
C23 1.240 -4.645 -6.725
N7 0.187 -4.022 -6.112
C24 -0.776 -3.732 -7.042
H27 -0.861 -4.081 -9.197
H28 1.586 -5.190 -8.813
H29 2.103 -4.960 -6.159
H30 0.129 -3.811 -5.132
H31 -1.693 -3.241 -6.755

Forces on the atoms, in the same order (eV/Å):
C -0.72 0.56 1.68
C -0.83 0.26 -0.32
C 0.31 -0.63 -1.11
N 1.28 2.01 -3.77
C -0.54 -2.73 4.08
N -0.80 1.00 -4.69
C 1.68 -0.95 0.57
S -1.62 0.16 2.88
N -0.90 -1.98 1.15
C -0.24 1.21 -1.32
O 0.86 1.34 -1.81
C 1.09 -0.03 0.37
C 0.73 -1.95 -1.37
O 0.18 0.33 0.58
H 0.65 1.07 0.35
H -0.16 -0.86 0.87
H 1.01 -0.47 -0.63
H 0.91 -1.01 0.04
H -0.57 -0.36 1.04
H -0.91 -0.01 -0.95
H 0.30 -0.24 -0.62
H 0.35 1.49 0.64
H -1.26 0.29 0.15
H -0.56 1.18 1.21
H -0.20 0.28 0.83
C -0.13 -0.06 -0.13
C 0.19 0.09 0.09
C -0.05 -0.07 -0.04
N 0.11 0.11 0.26
C 0.07 -0.04 -0.04
H 0.07 0.00 -0.03
H 0.00 -0.03 -0.07
H -0.07 -0.02 0.03
H -0.28 0.06 -0.05
H 0.05 0.03 0.06
C 0.06 -0.05 -0.22
C -0.09 0.15 0.04
C -0.03 0.17 0.06
N 0.09 -0.09 0.03
C 0.08 0.00 -0.01
H -0.06 0.05 -0.03
H -0.03 -0.04 -0.07
H 0.05 -0.06 0.01
H -0.12 -0.07 0.19
H -0.03 -0.06 0.10
C -0.18 0.07 0.09
C 0.14 -0.09 0.11
C 0.09 -0.04 0.06
N -0.03 -0.07 -0.05
C -0.06 0.04 -0.01
H 0.03 0.00 0.07
H -0.04 0.03 0.07
H -0.02 0.02 -0.08
H 0.01 0.01 -0.13
H 0.06 -0.02 -0.06
C -0.18 0.09 0.08
C 0.15 -0.06 0.14
C 0.10 -0.02 0.01
N -0.06 -0.04 -0.14
C -0.05 0.06 -0.03
H 0.03 -0.01 0.07
H -0.04 0.03 0.06
H -0.04 0.03 -0.07
H 0.14 -0.01 -0.15
H 0.05 -0.03 -0.06

The SMILES is CC(C)=N[C@@]1(N=C=S)NC(=O)C[C@H]1O.c1cc[nH]c1.c1cc[nH]c1.c1cc[nH]c1.c1cc[nH]c1. The value obtained for the LUMO energy is -0.8047 eV. The value obtained for the total energy is -50746.6399 eV.

Listed below, in e, are the Mulliken charges computed for each atom: -0.9291, 0.5448, -0.9192, -0.4501, 1.1014, -0.5358, 0.3296, -0.2474, -0.3905, 0.1804, -0.6912, -0.4743, -0.2648, -0.5264, 0.2400, 0.2086, 0.3792, 0.3689, 0.1151, 0.3340, 0.3187, 0.0490, 0.2876, 0.4252, 0.3868, -0.5815, -0.3231, -0.6312, 0.1029, -0.2749, 0.3777, 0.3864, 0.3609, 0.2877, 0.3866, -0.7502, -0.2814, -0.6517, 0.0300, -0.2670, 0.3984, 0.5308, 0.4790, 0.1607, 0.3811, -0.4031, -0.4065, -0.5106, 0.0635, -0.5184, 0.3942, 0.4132, 0.3866, 0.2084, 0.3811, -0.5135, -0.4922, -0.3635, 0.0632, -0.3403, 0.3871, 0.3950, 0.3484, 0.2095, 0.3362

***

[3]
The following is a quantum chemistry calculation of a structure of composition C24H32B2F4InN11O5Te, from the Open Molecules 2025 dataset.

Atoms and positions in Å:
In1 -0.207 0.480 -0.179
C1 -3.223 2.962 1.971
C2 -2.468 1.895 1.269
N1 -1.616 2.086 0.331
O1 -1.210 3.358 0.030
B1 -0.050 3.847 0.885
F1 -0.316 3.538 2.204
F2 0.125 5.153 0.556
O2 1.283 3.168 0.527
N2 1.284 1.853 0.786
C3 2.312 1.323 1.336
C4 3.510 2.091 1.768
C5 2.141 -0.130 1.635
N3 1.215 -0.718 0.968
O3 0.824 -1.976 1.344
B2 -0.281 -1.984 2.417
F3 -0.395 -3.307 2.737
F4 0.077 -1.114 3.425
O4 -1.606 -1.549 1.865
N4 -1.604 -0.257 1.457
C6 -2.627 0.471 1.703
C7 -3.817 0.025 2.473
C8 2.956 -0.807 2.679
H1 -2.879 3.944 1.668
H2 -4.287 2.858 1.742
H3 -3.107 2.852 3.049
H4 3.609 2.996 1.174
H5 3.392 2.396 2.812
H6 4.414 1.490 1.692
H7 -3.852 -1.059 2.522
H8 -3.759 0.411 3.494
H9 -4.732 0.413 2.026
H10 3.626 -0.112 3.175
H11 2.301 -1.266 3.415
H12 3.545 -1.604 2.218
C9 -1.306 3.253 -3.000
C10 -0.013 2.894 -2.337
N5 0.908 3.831 -2.253
O5 0.232 1.704 -1.969
H13 -1.207 3.109 -4.078
H14 -1.568 4.292 -2.811
H15 -2.105 2.619 -2.621
H16 0.685 4.788 -2.476
H17 1.731 3.660 -1.695
N6 0.726 -5.157 0.239
C11 0.749 -4.730 -1.026
C12 1.299 -3.464 -1.351
N7 1.212 -3.013 -2.596
C13 0.678 -3.768 -3.572
C14 0.234 -5.038 -3.234
N8 0.249 -5.505 -1.997
H18 0.859 -4.511 1.002
H19 0.272 -6.036 0.434
H20 1.748 -2.832 -0.604
H21 0.628 -3.357 -4.568
H22 -0.168 -5.690 -4.000
Te1 1.653 -0.961 -2.946
C15 3.723 -1.091 -3.146
C16 4.291 -1.498 -4.355
C17 5.669 -1.563 -4.476
C18 6.477 -1.201 -3.406
C19 5.915 -0.780 -2.207
C20 4.539 -0.732 -2.072
H23 3.662 -1.754 -5.198
H24 6.115 -1.884 -5.407
H25 7.553 -1.243 -3.508
H26 6.553 -0.496 -1.381
H27 4.094 -0.419 -1.134
N9 -2.799 -0.939 -4.918
C21 -2.478 -1.303 -3.663
C22 -1.693 -0.473 -2.828
N10 -1.371 -0.861 -1.598
C23 -1.805 -2.056 -1.159
C24 -2.569 -2.852 -1.999
N11 -2.902 -2.492 -3.228
H28 -2.606 -0.019 -5.269
H29 -3.430 -1.527 -5.437
H30 -1.322 0.486 -3.159
H31 -1.548 -2.360 -0.155
H32 -2.926 -3.815 -1.655

Forces on the atoms, in the same order (eV/Å):
In -0.30 0.30 -0.17
C -0.02 0.00 0.01
C 0.01 0.21 -0.11
N 0.12 -0.06 0.28
O -0.04 -0.06 -0.17
B 0.03 0.05 0.10
F 0.00 0.06 -0.06
F -0.02 -0.08 0.03
O 0.05 0.08 -0.11
N -0.06 -0.09 0.13
C 0.02 0.20 -0.03
C 0.01 0.01 0.01
C -0.08 -0.18 -0.09
N -0.01 -0.03 0.08
O 0.07 -0.01 -0.15
B 0.11 -0.06 0.07
F -0.03 0.08 -0.02
F 0.01 -0.09 -0.01
O -0.20 -0.03 -0.08
N 0.11 -0.03 0.04
C -0.01 -0.14 0.10
C 0.00 -0.02 0.02
C 0.04 0.01 0.01
H -0.01 0.00 -0.01
H 0.00 -0.02 0.02
H 0.02 0.02 0.00
H -0.01 -0.01 0.00
H 0.00 -0.01 0.00
H 0.00 0.00 -0.01
H 0.00 0.01 0.00
H 0.01 0.00 0.00
H 0.00 0.00 -0.01
H 0.01 0.01 0.00
H 0.00 0.00 0.00
H -0.02 0.00 0.00
C -0.04 -0.03 0.07
C 0.00 0.15 -0.07
N -0.07 -0.13 0.03
O 0.10 0.05 -0.05
H 0.00 -0.02 0.01
H 0.00 0.01 -0.02
H 0.01 0.01 0.00
H -0.01 0.01 0.00
H 0.04 0.00 0.04
N -0.07 -0.02 0.08
C 0.09 0.20 -0.29
C -0.12 -0.15 0.06
N 0.00 -0.02 0.09
C 0.00 -0.09 -0.01
C 0.03 0.08 -0.05
N 0.00 -0.01 0.15
H 0.01 -0.02 0.04
H 0.02 0.00 0.01
H -0.01 0.06 0.06
H 0.00 0.00 0.00
H 0.01 0.02 0.00
Te 0.35 0.10 -0.21
C 0.07 -0.15 0.01
C -0.17 0.02 -0.04
C 0.02 0.02 0.02
C 0.02 0.00 0.00
C 0.06 0.00 -0.03
C -0.16 -0.02 0.11
H 0.01 -0.01 0.00
H -0.01 0.00 0.00
H -0.01 0.00 0.00
H -0.01 0.00 0.00
H 0.01 0.00 -0.01
N -0.02 -0.01 -0.10
C 0.11 0.03 0.28
C -0.07 -0.04 -0.07
N -0.05 -0.12 0.03
C 0.06 -0.06 -0.03
C 0.04 0.02 0.05
N 0.01 0.05 -0.11
H -0.01 0.00 0.00
H -0.01 0.01 0.00
H -0.03 -0.04 0.01
H -0.03 0.02 0.02
H 0.01 0.01 -0.01

As for the charge: +2. The value obtained for the LUMO energy is -6.1994 eV. The value obtained for the total energy is -76719.3006 eV.

Listed below, in e, are the Mulliken charges computed for each atom: 3.1548, -1.9071, 0.7675, 0.0003, -0.4744, 0.9343, -0.3822, -0.3250, -0.7216, -0.0587, 0.1726, -1.9781, 0.7744, -0.1740, -0.0730, 0.8395, -0.3426, -0.3834, -0.6850, -0.1934, 0.2652, -1.6846, -1.5810, 0.3488, 0.5100, 0.3638, 0.4917, 0.3757, 0.5025, 0.4544, 0.3585, 0.4348, 0.5392, 0.2639, 0.2855, -1.4676, 0.5870, -0.1191, -0.3597, 0.3776, 0.5044, 0.2600, 0.2692, 0.2400, -0.3292, 0.0696, -0.0952, 0.0137, -0.2326, -0.4756, -0.5470, 0.1642, 0.2787, 0.8074, 0.5336, 0.4223, 0.4781, 0.5055, -0.5295, -0.6655, -0.5005, -0.6945, -0.1291, 0.4082, 0.4050, 0.4067, 0.4355, 0.3224, -0.3801, 0.1425, -0.2873, 0.4743, -0.3124, -0.8382, -0.5794, 0.1991, 0.2699, 0.1545, 0.4416, 0.4980